# H16O8

A cluster of 8 separate species, H16O8 in total (ωB97M-V/def2-TZVPD, the Open Molecules 2025 dataset).

The SMILES is O.O.O.O.O.O.O.O. Its energy above the lowest of the compared OMol25 structures with the same formula, charge and spin is 2.360 eV. The calculation puts the energy at -16639.6505 eV. The frontier orbital gap is 9.610 eV. The value obtained for the HOMO energy is -10.31 eV.

ORCA input file:
```
! wB97M-V def2-TZVPD RIJCOSX def2/J DEFGRID3
* xyz 0 1
O 1.263 2.595 0.566
H 1.943 2.101 1.036
H 0.655 1.907 0.237
O 2.861 -0.207 1.239
H 3.363 0.186 0.517
H 2.376 -0.942 0.832
O -0.167 -2.083 -2.176
H -0.518 -1.607 -2.938
H 0.699 -2.399 -2.465
O -2.166 1.887 1.522
H -1.413 1.393 1.131
H -2.440 2.494 0.828
O -4.045 -0.024 2.407
H -4.638 0.523 1.888
H -3.158 0.261 2.132
O 0.992 -2.341 0.489
H 0.206 -2.638 0.961
H 0.767 -2.430 -0.447
O -0.422 0.489 0.008
H -0.481 -0.237 0.643
H -0.097 0.073 -0.803
O 1.582 0.481 -2.190
H 1.221 0.953 -2.950
H 1.614 -0.438 -2.468
*
```